Below is a structure of composition C37H25Br3Cl7N4OTi in a non-equilibrium geometry, with properties calculated with ωB97M-V/def2-TZVPD.

Values from the calculation:
Energy in eV: -367679.6018
E_HOMO (spin up / spin down) in eV: -8.737 / -11.025
Relative energy (zero: lowest compared OMol25 entry of this formula, charge and spin) in kJ/mol: 116.4
Largest force on an atom in eV Å⁻¹: 1.29
Multiplicity: 3
Kohn-Sham gap (spin up / spin down) in eV: 5.18 / 7.51
Total charge: +1

```
78
C37H25Br3Cl7N4OTi (ωB97M-V/def2-TZVPD)
Ti 0.43198 0.61620 0.01648
Br 5.43320 -3.75996 1.07578
C 4.10929 -2.44359 0.89478
C 3.06672 -2.37559 1.81710
C 2.07714 -1.45669 1.60065
N 2.04993 -0.61124 0.53963
C 3.12717 -0.61681 -0.27692
C 4.15891 -1.54142 -0.13624
C 3.10261 0.41613 -1.29830
C 4.19024 0.72708 -2.10829
C 4.04865 1.70266 -3.06332
Br 5.50310 2.19582 -4.13850
C 2.81265 2.32209 -3.23554
C 1.79867 1.98284 -2.38227
N 1.92682 1.07704 -1.38367
H 3.04307 -3.02311 2.68247
H 1.26798 -1.36198 2.31120
H 4.98292 -1.55829 -0.83615
H 5.13890 0.22412 -1.97821
H 2.65744 3.05765 -4.01256
H 0.82809 2.44414 -2.49234
Cl 3.37038 1.49723 2.23880
C 1.75736 1.44370 2.92485
C 0.63761 1.22138 2.10987
C -0.57673 1.39981 2.77948
Cl -2.03714 1.38388 1.80923
C -0.71567 1.63485 4.14335
Cl -2.27338 1.76805 4.86276
C 0.42843 1.76316 4.91843
Cl 0.30227 2.03542 6.60744
C 1.67363 1.70146 4.29844
Cl 3.08963 1.94503 5.24227
Br -5.24469 -2.12477 -4.67802
C -4.02634 -1.15649 -3.61460
C -3.50820 0.04021 -4.07533
C -2.62187 0.75070 -3.27615
C -2.25036 0.28050 -2.02096
C -2.78309 -0.92331 -1.57683
C -3.66672 -1.64264 -2.36753
N -1.35627 1.05190 -1.20064
C -1.71762 2.29252 -1.04591
C -0.82308 3.24190 -0.44429
C -1.10270 4.60708 -0.41837
C -0.12396 5.48523 -0.02054
C 1.12071 4.97160 0.34866
C 1.31138 3.61312 0.34462
N 0.35385 2.73575 -0.02273
H -3.79050 0.42075 -5.04814
H -2.19695 1.67725 -3.64604
H -2.55261 -1.28308 -0.58442
H -4.08974 -2.57154 -2.00489
H -2.69058 2.63664 -1.38507
H -2.07968 4.95478 -0.73127
H -0.30459 6.55284 -0.00969
H 1.92697 5.62653 0.65072
H 2.25987 3.18944 0.63648
C 0.05181 -3.29254 -0.05799
C -0.68726 -2.25173 0.72313
O -0.49174 -1.04226 0.54877
C -1.67817 -2.70827 1.70493
C -2.15902 -1.82745 2.67729
C -3.11490 -2.23573 3.59029
C -3.59530 -3.53924 3.54669
C -3.10906 -4.43115 2.59691
C -2.15589 -4.02292 1.68287
H 0.92841 -2.88138 -0.53660
H -0.60532 -3.70560 -0.83047
H 0.34915 -4.10717 0.60289
H -1.75139 -0.82900 2.72534
H -3.48157 -1.53628 4.33224
H -4.34157 -3.86532 4.26145
H -3.47729 -5.44876 2.57100
H -1.80188 -4.72943 0.94317
Cl 0.03535 -0.41028 -5.31420
C -0.13220 -1.69745 -4.12202
Cl 0.50385 -1.19548 -2.53212
H 0.44212 -2.55043 -4.45271
H -1.18322 -1.93013 -4.00063
```